{
  "formula": "C3H12N3O",
  "method": "ωB97M-V/def2-TZVPD",
  "charge": 1,
  "gap_ev": 8.24,
  "homo_ev": -12.8,
  "spin_multiplicity": 1,
  "e_above_lowest_ev": 3.564,
  "symbols": ["C", "C", "C", "N", "N", "N", "O", "H", "H", "H", "H", "H", "H", "H", "H", "H", "H", "H", "H"],
  "xyz": [[1.87325, -1.21791, -0.26677], [-1.85414, 1.25960, -0.46922], [0.71657, -0.37929, 0.37321], [-1.93052, 0.20985, -1.26996], [0.41453, -0.92328, 1.65916], [1.14021, 1.09851, 0.41394], [-2.85044, 2.17506, -0.29331], [2.69003, -1.38977, 0.39702], [1.50549, -2.22723, -0.65695], [2.37141, -0.63157, -1.12147], [-0.17669, -0.54410, -0.24999], [-1.05828, -0.35733, -1.36714], [-2.79394, -0.10830, -1.69748], [1.07508, -0.81349, 2.47040], [0.35850, -1.94879, 1.57703], [1.91842, 1.12309, -0.26559], [-1.12496, 1.44973, 0.32371], [1.30356, 1.21716, 1.39354], [-3.57808, 2.00806, -0.95012]],
  "atomic_forces_ev_per_a": [[-0.566, 0.398, -2.520], [-3.267, 0.915, 0.911], [2.924, -0.105, -0.597], [1.056, 1.227, 0.907], [-0.502, -0.798, 2.005], [-1.640, -2.873, -1.145], [1.241, -2.683, -1.808], [0.326, -0.116, 0.908], [0.491, 1.358, 0.455], [-0.924, -1.026, 0.742], [0.686, 0.112, 0.663], [-1.383, 0.531, -0.042], [0.142, 0.300, -0.275], [-0.490, 0.487, -1.593], [-0.294, 0.668, -0.014], [-0.246, 0.687, 1.438], [0.879, -0.360, -0.989], [1.055, 0.828, 0.231], [0.511, 0.452, 0.723]],
  "lowdin_charge": [-0.07, -0.07, -0.53, 0.22, 0.02, 0.05, 0.14, 0.06, 0.10, 0.09, 0.06, 0.13, 0.16, 0.11, 0.09, 0.08, 0.14, 0.06, 0.16]
}


{
  "formula": "C20H23N3O4S2",
  "method": "ωB97M-V/def2-TZVPD",
  "gap_ev": 9.40,
  "homo_ev": -9.2,
  "spin_multiplicity": 1,
  "e_above_lowest_ev": 0.562,
  "symbols": ["C", "H", "O", "C", "C", "N", "C", "O", "C", "N", "S", "O", "O", "C", "C", "C", "C", "C", "C", "H", "H", "N", "C", "C", "H", "H", "H", "S", "H", "C", "C", "C", "C", "C", "C", "C", "H", "H", "H", "H", "H", "H", "H", "H", "H", "H", "H", "H", "H", "H", "H", "H"],
  "xyz": [[-4.69686, -3.10224, 1.25736], [-4.08955, -3.98311, 1.46001], [-4.31888, -2.65491, -0.02837], [-5.17048, -1.69578, -0.59820], [-5.11283, -0.31997, 0.09373], [-3.76100, 0.17934, 0.12239], [-2.96046, -0.01076, 1.18227], [-3.33673, -0.38166, 2.27780], [-1.48711, 0.29576, 0.87882], [-0.97527, -0.55094, -0.16944], [-0.81291, 0.11836, -1.66265], [-0.42091, -0.90600, -2.58134], [-1.98290, 0.90122, -1.98976], [0.55199, 1.25311, -1.41898], [1.62255, 0.82110, -0.66573], [2.68217, 1.69575, -0.50633], [2.66644, 2.98505, -1.09565], [1.56740, 3.38740, -1.84996], [0.51259, 2.51149, -2.00651], [-0.36200, 2.77962, -2.57716], [1.56159, 4.36903, -2.29464], [3.78139, 3.72749, -0.84433], [4.63283, 3.11348, -0.12056], [5.93258, 3.66662, 0.31216], [5.98836, 3.68968, 1.39949], [6.74698, 3.04154, -0.05108], [6.04453, 4.67366, -0.07963], [4.15964, 1.47220, 0.37201], [1.61972, -0.15936, -0.21724], [-0.96565, -1.99185, 0.02439], [0.13886, -2.36393, 0.97549], [-0.09293, -2.41146, 2.34452], [0.94762, -2.67154, 3.22037], [2.22794, -2.88249, 2.73694], [2.46529, -2.84343, 1.37292], [1.42516, -2.58549, 0.49682], [1.60219, -2.56511, -0.56989], [3.46154, -3.01441, 0.99173], [3.03950, -3.08196, 3.42110], [0.75880, -2.70734, 4.28320], [-1.09179, -2.24548, 2.72139], [-0.79041, -2.41912, -0.96364], [-1.94090, -2.32907, 0.39030], [-0.90039, 0.15628, 1.79329], [-1.38794, 1.32960, 0.54036], [-3.33118, 0.43423, -0.76311], [-5.75241, 0.37944, -0.44872], [-5.45457, -0.39879, 1.12845], [-4.82721, -1.59449, -1.63159], [-6.21198, -2.05242, -0.59525], [-5.75676, -3.37965, 1.27945], [-4.50046, -2.34596, 2.02386]],
  "atomic_forces_ev_per_a": [[-0.021, 0.017, 0.133], [-0.060, -0.021, 0.067], [0.149, -0.011, -0.061], [-0.123, 0.312, 0.028], [-0.013, -0.466, 0.048], [-0.247, 0.072, -0.316], [0.326, 0.272, -0.227], [0.068, -0.108, 0.370], [-0.043, 0.171, 0.360], [-0.002, 0.422, -0.965], [0.286, 0.092, 0.259], [0.143, -0.217, 0.089], [0.223, 0.204, 0.044], [-0.474, -0.341, 0.018], [0.101, -0.031, 0.042], [-0.007, 0.286, -0.166], [-0.456, -1.003, 0.209], [0.076, -0.109, 0.048], [-0.142, 0.125, -0.119], [-0.076, 0.126, -0.069], [-0.030, 0.111, -0.058], [0.363, 0.976, -0.238], [-0.185, -0.778, 0.255], [0.242, 0.065, 0.096], [0.053, 0.036, 0.053], [0.083, 0.009, -0.004], [0.001, 0.013, -0.005], [-0.012, 0.436, -0.196], [0.015, -0.098, 0.109], [0.166, -0.359, -0.136], [-0.029, -0.035, 0.028], [-0.007, -0.059, -0.090], [0.039, 0.003, 0.102], [0.037, -0.005, 0.082], [0.079, 0.014, -0.072], [-0.053, -0.068, 0.020], [0.034, 0.003, -0.126], [0.078, -0.033, -0.034], [0.058, -0.022, 0.056], [-0.017, -0.002, 0.085], [-0.155, 0.038, 0.050], [-0.095, -0.191, 0.177], [0.040, 0.076, -0.108], [-0.131, 0.059, -0.114], [-0.028, 0.054, 0.237], [-0.043, 0.001, 0.201], [-0.039, -0.043, 0.070], [-0.059, 0.078, -0.142], [-0.137, 0.021, 0.026], [0.073, 0.020, -0.053], [-0.004, -0.048, -0.009], [-0.046, -0.066, -0.053]],
  "lowdin_charge": [-0.10, 0.09, -0.20, -0.20, -0.14, 0.09, -0.48, 0.05, -0.09, -0.23, 0.69, -0.26, -0.30, -0.27, -0.05, -0.45, -0.30, 0.01, -0.05, 0.11, 0.12, 0.10, -0.61, -0.08, 0.08, 0.08, 0.08, 1.07, 0.10, -0.12, -0.21, -0.04, -0.07, -0.09, -0.08, -0.06, 0.12, 0.10, 0.10, 0.10, 0.11, 0.12, 0.12, 0.13, 0.13, 0.10, 0.12, 0.12, 0.13, 0.12, 0.09, 0.07]
}


{
  "formula": "C35H81N3O11",
  "method": "ωB97M-V/def2-TZVPD",
  "gap_ev": 8.47,
  "homo_ev": -8.2,
  "spin_multiplicity": 1,
  "e_above_lowest_ev": 1.498,
  "symbols": ["C", "C", "O", "O", "H", "H", "H", "H", "H", "H", "C", "C", "O", "O", "H", "H", "H", "H", "H", "H", "C", "C", "O", "O", "H", "H", "H", "H", "H", "H", "C", "C", "O", "O", "H", "H", "H", "H", "H", "H", "C", "C", "C", "C", "C", "C", "N", "O", "C", "C", "C", "H", "H", "H", "H", "H", "H", "H", "H", "H", "H", "H", "H", "H", "H", "H", "H", "H", "H", "H", "C", "C", "C", "C", "C", "C", "N", "O", "C", "C", "C", "H", "H", "H", "H", "H", "H", "H", "H", "H", "H", "H", "H", "H", "H", "H", "H", "H", "H", "H", "C", "C", "C", "C", "C", "C", "N", "O", "C", "C", "C", "H", "H", "H", "H", "H", "H", "H", "H", "H", "H", "H", "H", "H", "H", "H", "H", "H", "H", "H"],
  "xyz": [[-5.30920, 0.89331, -1.01542], [-5.41968, -0.38725, -1.80982], [-5.13871, -1.54986, -1.00314], [-6.30103, 1.00486, 0.00323], [-5.39776, 1.72937, -1.71259], [-4.35372, 0.99450, -0.49362], [-4.57508, -0.43063, -2.49906], [-6.37750, -0.49770, -2.31718], [-5.94973, -1.74558, -0.51935], [-5.99748, 0.56552, 0.80015], [3.58231, -1.53157, -1.29407], [3.17038, -0.07823, -1.45668], [4.21948, 0.75662, -1.99976], [4.80725, -1.57365, -0.55226], [3.81064, -2.05532, -2.22840], [2.85748, -2.04245, -0.65713], [2.89323, 0.31208, -0.47671], [2.37653, 0.03476, -2.19779], [3.98151, 1.66377, -1.79298], [5.20847, -0.69634, -0.54115], [-0.09964, -3.56028, -3.10249], [0.43270, -2.42049, -3.99444], [-0.52111, -1.42794, -4.35447], [-1.28060, -3.11190, -2.44053], [0.73625, -3.90157, -2.48893], [-0.39365, -4.40003, -3.74019], [0.96310, -2.84026, -4.85372], [1.19297, -1.81740, -3.48949], [-0.71550, -1.30754, -5.28547], [-1.41796, -2.21733, -2.79107], [-0.77851, 0.09210, -0.29852], [-1.05427, 0.94162, -1.53164], [-1.96049, 0.11114, -2.29548], [-0.24821, -1.18765, -0.56129], [-1.63092, 0.05204, 0.38346], [0.06112, 0.55038, 0.24200], [-0.16594, 0.97291, -2.16165], [-1.54194, 1.87092, -1.23866], [-1.75154, 0.09080, -3.23285], [-0.99771, -1.76039, -0.78125], [-4.50601, 0.63556, 4.01895], [-3.09493, 1.18750, 3.81056], [-2.99732, 2.51195, 4.58658], [-1.57101, 3.03854, 4.69124], [-0.86706, 1.99731, 5.51829], [-0.72987, 0.64007, 4.74751], [-2.10438, 0.25591, 4.42150], [-2.29728, -1.03494, 3.87790], [0.20040, 0.89881, 3.54853], [-0.14974, -0.37666, 5.71081], [-2.84034, 1.43515, 2.31703], [-4.60753, -0.33736, 3.53679], [-5.29914, 1.31987, 3.72671], [-4.64552, 0.41148, 5.08211], [-3.64837, 3.26923, 4.13371], [-3.49629, 2.36112, 5.54678], [-1.59703, 3.96739, 5.27597], [-1.07132, 3.37174, 3.78251], [-1.45785, 1.88251, 6.42842], [0.16582, 2.12816, 5.85736], [0.47315, -0.00241, 2.99529], [-0.28763, 1.50320, 2.78187], [1.05092, 1.45722, 3.93936], [-0.25169, -1.38481, 5.30001], [0.93716, -0.24674, 5.73693], [-0.55608, -0.36859, 6.71975], [-2.14162, 0.72193, 1.87389], [-2.44449, 2.41892, 2.04680], [-3.73211, 1.35684, 1.68579], [-2.76961, -1.49701, 4.57823], [0.96340, 6.61591, -6.35239], [1.15972, 5.31498, -5.53132], [1.58423, 5.70204, -4.10209], [1.65810, 4.50634, -3.15610], [0.22995, 3.88084, -3.16570], [-0.36316, 3.56113, -4.52293], [-0.18283, 4.68571, -5.43438], [-0.73408, 4.32467, -6.69612], [0.20382, 2.20562, -4.98229], [-1.88220, 3.48442, -4.24109], [2.15474, 4.39545, -6.22265], [0.08432, 7.18431, -6.04324], [0.79474, 6.29007, -7.38148], [1.80833, 7.29781, -6.27720], [2.60782, 6.06924, -4.26749], [1.09022, 6.55937, -3.64747], [1.86753, 4.90917, -2.16103], [2.50805, 3.84614, -3.33851], [-0.25254, 4.58743, -2.48939], [0.31346, 2.95334, -2.60146], [0.57748, 2.02522, -5.99242], [1.08603, 1.83414, -4.44066], [-0.53533, 1.42817, -4.76899], [-2.58986, 3.38315, -5.05875], [-2.04644, 2.65639, -3.53039], [-2.27867, 4.22321, -3.53467], [3.02640, 4.89402, -6.64464], [1.65740, 3.82429, -7.01009], [2.48506, 3.59468, -5.55565], [-0.81501, 5.17648, -7.13957], [2.19344, -3.48872, 4.84399], [3.17067, -3.99871, 3.79539], [3.56019, -5.44715, 4.07694], [2.47315, -6.45943, 3.67303], [1.94466, -6.17217, 2.24271], [1.57726, -4.70941, 1.97677], [2.69721, -3.88806, 2.41796], [2.44780, -2.54363, 2.04374], [1.38153, -4.50127, 0.47774], [0.20704, -4.44237, 2.65049], [4.47051, -3.15155, 3.95186], [2.66343, -3.55193, 5.82465], [1.77183, -2.51564, 4.59682], [1.31710, -4.13908, 4.91948], [4.42923, -5.84395, 3.55049], [3.69099, -5.52418, 5.15869], [2.79311, -7.50323, 3.66085], [1.65019, -6.47481, 4.39509], [1.13141, -6.88532, 2.07520], [2.64707, -6.49640, 1.46464], [0.97548, -3.51491, 0.24369], [0.63642, -5.14219, -0.00206], [2.34354, -4.69516, -0.00679], [0.13630, -3.36043, 2.81877], [0.10212, -4.95886, 3.59942], [-0.61019, -4.60500, 1.94906], [5.40230, -3.70484, 3.86687], [4.44354, -2.30324, 3.26360], [4.48416, -2.61942, 4.90678], [3.10900, -2.38985, 1.35751]],
  "atomic_forces_ev_per_a": [[0.004, 0.004, 0.515], [1.370, -0.780, 0.533], [-0.755, 0.339, 0.149], [-0.610, 0.199, -0.344], [-0.232, 0.142, 0.179], [0.328, -0.300, -0.552], [-0.305, 0.405, -0.427], [-0.044, 0.179, -0.058], [0.154, -0.105, 0.071], [0.178, -0.093, -0.037], [1.409, 0.713, 0.422], [-0.273, 0.469, -0.915], [0.395, -0.674, 0.426], [0.102, -0.105, 0.547], [-0.638, 0.126, -0.087], [-0.386, -0.072, -0.634], [-0.285, -0.055, 0.023], [-0.618, -0.395, 0.487], [0.065, 0.025, -0.021], [-0.038, -0.057, -0.251], [-0.881, 0.624, -1.306], [1.441, 0.437, -0.223], [-0.790, 0.158, 0.217], [0.753, -0.141, 0.347], [-0.319, 0.166, 0.566], [0.053, -0.070, 0.031], [-0.306, -0.017, -0.165], [0.034, -0.394, 0.444], [0.261, -0.598, -0.155], [-0.363, -0.077, 0.189], [1.559, 0.629, 0.755], [-0.646, -2.614, -0.528], [-0.869, 0.324, 0.209], [-0.637, -0.139, -0.327], [-0.033, -0.131, -0.465], [-0.371, 0.455, 0.219], [0.281, 0.792, 0.408], [0.338, 0.308, -0.286], [0.334, 0.170, 0.053], [0.327, -0.203, -0.215], [0.352, -0.861, 0.697], [0.564, 0.546, 0.015], [-0.593, 0.463, -0.938], [-0.192, 0.925, 1.494], [1.022, -1.310, -0.240], [-1.096, 0.745, 0.174], [-1.649, 0.357, 0.714], [0.671, -0.038, -0.357], [-0.461, -0.158, -0.242], [0.832, -0.788, -0.714], [0.089, -0.100, -1.184], [-0.184, 0.208, -0.389], [0.139, 0.102, -0.282], [0.016, 0.201, 0.049], [0.081, -0.196, -0.448], [0.644, -0.034, 0.365], [-0.112, -0.038, 0.050], [-0.205, -0.617, -0.345], [0.006, -0.374, -0.009], [-0.067, 0.906, -0.166], [0.336, -0.190, 0.429], [-0.020, 0.248, 0.289], [0.336, -0.255, -0.342], [-0.238, 0.021, 0.040], [-0.054, 0.219, 0.328], [-0.164, 0.249, -0.051], [-0.196, -0.015, 0.546], [0.122, 0.084, 0.472], [-0.221, -0.093, 0.345], [0.096, -0.088, -0.034], [-0.260, -0.664, -0.027], [-1.107, 0.630, 0.045], [2.057, -0.392, -0.681], [-0.731, 0.542, -0.112], [2.502, 0.104, 1.508], [-1.003, 0.761, -0.070], [0.132, 0.876, 0.908], [0.556, -0.196, -0.173], [0.434, -1.512, 0.067], [-0.609, -1.087, 1.524], [0.146, -0.851, 0.064], [-0.061, -0.212, 0.258], [0.320, 0.478, -0.220], [0.231, -0.235, -0.203], [0.021, 0.079, 0.181], [-0.692, -0.212, -0.267], [-0.185, -0.162, 0.115], [-0.255, -0.196, -0.520], [-1.056, -0.053, -0.647], [-0.353, -0.072, -0.031], [-0.753, 0.748, -0.334], [-0.084, 0.617, 0.505], [-0.070, 0.030, -0.227], [0.387, -0.051, -0.320], [0.114, -0.569, -0.677], [0.542, 0.910, -0.744], [-0.018, 0.136, 0.102], [-0.067, 0.451, -0.250], [0.252, 0.285, 0.167], [-0.324, -0.079, 0.025], [-1.026, -0.852, 0.175], [1.258, 0.644, 0.100], [-1.097, -1.500, 0.037], [-0.696, 0.315, -0.604], [0.493, -0.728, 0.140], [-1.539, -1.073, 0.083], [0.447, -0.474, -0.670], [-0.043, 0.220, 0.360], [0.106, 0.077, -0.513], [0.408, 1.478, -0.205], [-0.476, 0.900, -0.025], [0.028, 0.511, 0.030], [0.472, 0.240, 0.160], [0.127, -0.045, -0.018], [0.441, 0.877, 0.061], [0.447, -0.052, -0.046], [0.525, 0.127, 0.189], [-0.137, 0.315, -0.129], [-0.499, 0.557, -0.044], [0.505, 0.197, 0.348], [0.496, 0.255, 0.145], [0.112, -0.524, 0.528], [-0.067, 0.317, -0.225], [0.003, -0.075, 0.298], [-0.331, -0.131, -0.133], [-0.024, -0.640, 0.157], [-0.085, -0.116, -0.272], [0.210, -0.332, -0.289], [-0.011, -0.432, 0.232], [0.048, 0.076, 0.106]],
  "lowdin_charge": [-0.24, -0.23, -0.07, -0.07, 0.12, 0.10, 0.10, 0.12, 0.08, 0.07, -0.22, -0.22, -0.08, -0.08, 0.12, 0.10, 0.12, 0.10, 0.08, 0.08, -0.20, -0.20, -0.08, -0.07, 0.11, 0.11, 0.12, 0.10, 0.10, 0.05, -0.24, -0.19, -0.09, -0.06, 0.09, 0.12, 0.10, 0.12, 0.05, 0.07, -0.04, -0.49, -0.15, -0.18, -0.15, -0.51, -0.11, -0.02, -0.02, -0.03, -0.02, 0.08, 0.09, 0.09, 0.12, 0.12, 0.11, 0.11, 0.12, 0.12, 0.09, 0.06, 0.09, 0.07, 0.09, 0.09, 0.04, 0.09, 0.07, 0.10, -0.03, -0.51, -0.14, -0.17, -0.14, -0.49, -0.10, -0.02, -0.02, -0.03, -0.03, 0.09, 0.08, 0.09, 0.12, 0.12, 0.11, 0.10, 0.12, 0.09, 0.08, 0.08, 0.06, 0.08, 0.06, 0.08, 0.09, 0.08, 0.07, 0.09, -0.04, -0.50, -0.13, -0.17, -0.14, -0.51, -0.08, -0.03, -0.05, -0.02, -0.02, 0.09, 0.07, 0.06, 0.12, 0.12, 0.11, 0.10, 0.12, 0.11, 0.06, 0.09, 0.09, 0.08, 0.06, 0.08, 0.08, 0.07, 0.08, 0.08]
}